(1)
{
  "formula": "C3H8NS2",
  "method": "ωB97M-V/def2-TZVPD",
  "orbital_gap_ev": 9.4,
  "lumo_energy_ev": -4.008,
  "charge": 1,
  "elements": ["S", "C", "N", "C", "C", "S", "H", "H", "H", "H", "H", "H", "H", "H"],
  "coordinates": [[2.3227, -0.0506, -0.9380], [0.6383, -1.1219, -0.3175], [-0.3386, -0.1817, -0.7334], [-0.4753, 0.9441, 0.2753], [-0.3202, 0.1933, 1.5658], [0.5464, -1.4420, 1.3251], [2.9198, -1.1477, -0.5587], [0.8743, -1.9385, -0.9649], [-1.3234, -0.5362, -0.8479], [-0.0387, 0.1647, -1.6207], [-1.3140, 1.5202, 0.1833], [0.4081, 1.5848, 0.0371], [0.3155, 0.8795, 2.2227], [-1.2107, -0.0276, 2.0043]],
  "mulliken_charge": [-0.153, -0.330, -0.320, -0.662, -0.498, -0.002, 0.187, 0.547, 0.387, 0.329, 0.438, 0.288, 0.333, 0.457]
}

(2)
{
  "formula": "C3H8NSi",
  "method": "ωB97M-V/def2-TZVPD",
  "orbital_gap_ev": 9.1,
  "lumo_energy_ev": -6.388,
  "charge": 1,
  "elements": ["C", "C", "C", "N", "Si", "H", "H", "H", "H", "H", "H", "H", "H"],
  "coordinates": [[-1.0202, 0.4640, 1.4241], [-1.5937, 1.0495, 2.5623], [1.7980, -0.3569, -1.4385], [-0.6141, 0.0279, 0.4509], [0.4195, -1.1409, -2.4349], [-1.1546, 1.9774, 2.8427], [-2.6217, 1.0389, 2.4113], [-1.3771, 0.5024, 3.4446], [1.2600, -0.0507, -0.5601], [2.4986, -1.1768, -1.1297], [2.5687, 0.3898, -1.7905], [-0.7143, -0.2874, -2.6655], [0.5511, -2.4372, -3.1167]],
  "mulliken_charge": [0.294, -0.951, -0.742, -0.291, 0.682, 0.309, 0.289, 0.324, 0.247, 0.340, 0.398, 0.048, 0.052]
}

(3)
{
  "formula": "C3H8O",
  "method": "ωB97M-V/def2-TZVPD",
  "orbital_gap_ev": 11.3,
  "lumo_energy_ev": 0.999,
  "elements": ["C", "C", "C", "O", "H", "H", "H", "H", "H", "H", "H", "H"],
  "coordinates": [[1.0700, 0.5104, 0.7086], [0.1849, -0.3733, -0.1537], [-1.0425, 0.3681, -0.6767], [-0.1868, -1.4736, 0.6662], [1.9114, -0.0718, 1.0960], [1.4576, 1.3595, 0.1361], [0.4968, 0.8906, 1.5614], [0.7733, -0.7351, -1.0135], [-0.7515, 1.2134, -1.3113], [-1.6782, -0.2956, -1.2755], [-1.6390, 0.7473, 0.1605], [-0.5959, -2.1400, 0.1018]],
  "mulliken_charge": [-1.290, 0.513, -1.165, -0.549, 0.307, 0.370, 0.328, 0.210, 0.329, 0.328, 0.301, 0.317]
}

(4)
{
  "formula": "C3H8O",
  "method": "ωB97M-V/def2-TZVPD",
  "orbital_gap_ev": 11.1,
  "lumo_energy_ev": 0.980,
  "elements": ["C", "C", "C", "O", "H", "H", "H", "H", "H", "H", "H", "H"],
  "coordinates": [[-0.4015, -0.8215, -1.2437], [0.0713, -0.3313, 0.1879], [-0.8826, 0.7839, 0.8507], [1.2678, 0.3817, 0.2101], [-1.0107, 0.0066, -1.6455], [-1.1396, -1.6824, -1.1575], [0.4121, -1.0606, -2.0189], [0.1553, -1.1078, 0.9132], [-0.4474, 1.8192, 0.9531], [-1.0641, 0.5155, 1.9336], [-1.7961, 0.8280, 0.2347], [2.0248, -0.1588, 0.3374]],
  "mulliken_charge": [-1.088, 0.369, -1.050, -0.552, 0.298, 0.269, 0.297, 0.345, 0.274, 0.237, 0.310, 0.291]
}

(5)
{
  "formula": "C3H8O",
  "method": "ωB97M-V/def2-TZVPD",
  "orbital_gap_ev": 10.1,
  "lumo_energy_ev": 1.077,
  "elements": ["C", "C", "C", "O", "H", "H", "H", "H", "H", "H", "H", "H"],
  "coordinates": [[-0.7723, 0.5706, 0.8236], [-0.2487, -0.6046, 0.3451], [1.1848, -0.7110, 0.1191], [-0.2465, 0.7766, -1.4888], [-0.5034, 0.5186, -0.4867], [-0.1537, 1.3083, 1.2775], [-1.8439, 0.5734, 0.9922], [-0.8751, -1.4721, 0.2624], [1.5300, -1.6937, -0.1775], [1.8131, -0.3596, 0.9529], [1.1539, 0.0505, -0.6565], [-1.0382, 1.0430, -1.9634]],
  "mulliken_charge": [-0.629, -0.040, -0.914, -0.834, 0.364, 0.272, 0.288, 0.345, 0.303, 0.264, 0.349, 0.231]
}

(6)
{
  "formula": "C3H8O",
  "method": "ωB97M-V/def2-TZVPD",
  "orbital_gap_ev": 10.4,
  "lumo_energy_ev": 1.136,
  "elements": ["C", "C", "O", "C", "H", "H", "H", "H", "H", "H", "H", "H"],
  "coordinates": [[1.0960, -1.1168, 0.3196], [-0.2346, -0.2858, 0.8172], [-1.1764, 0.0449, -0.1685], [-0.9410, 1.2223, -0.9024], [2.0099, -0.5271, 0.0534], [1.4286, -1.8095, 1.1074], [0.7525, -1.6279, -0.5623], [0.5210, 0.3951, 1.1197], [-0.7826, -0.8892, 1.5447], [-1.0624, 2.1153, -0.2727], [0.0649, 1.2220, -1.3404], [-1.6758, 1.2566, -1.7158]],
  "mulliken_charge": [-1.087, -0.281, -0.336, -0.632, 0.295, 0.349, 0.299, 0.267, 0.345, 0.279, 0.276, 0.225]
}

(7)
{
  "formula": "C3H8O",
  "method": "ωB97M-V/def2-TZVPD",
  "orbital_gap_ev": 11.4,
  "lumo_energy_ev": 1.074,
  "elements": ["C", "C", "C", "O", "H", "H", "H", "H", "H", "H", "H", "H"],
  "coordinates": [[1.2645, -0.3693, 0.0441], [0.0076, 0.3394, -0.4477], [-1.2559, -0.3769, 0.0325], [0.0191, 1.7147, -0.0257], [1.3180, -0.4022, 1.1746], [1.2671, -1.3978, -0.3224], [2.2056, 0.0709, -0.3497], [-0.0139, 0.4039, -1.5534], [-1.3215, -0.3547, 1.1339], [-2.1701, 0.1058, -0.3544], [-1.2482, -1.4267, -0.2633], [-0.0722, 1.6928, 0.9315]],
  "mulliken_charge": [-1.126, 0.354, -1.174, -0.537, 0.281, 0.341, 0.299, 0.255, 0.317, 0.307, 0.340, 0.344]
}

(8)
{
  "formula": "C3H8O",
  "method": "ωB97M-V/def2-TZVPD",
  "orbital_gap_ev": 10.3,
  "lumo_energy_ev": 0.648,
  "elements": ["C", "C", "C", "H", "H", "H", "H", "H", "H", "O", "H", "H"],
  "coordinates": [[-0.5474, -0.8056, 2.6256], [0.3629, -0.4446, 1.7093], [0.4498, -0.8883, 0.2925], [-0.5813, -0.3119, 3.6036], [-1.3000, -1.5744, 2.4166], [1.1115, 0.3367, 1.8962], [0.6009, -0.0097, -0.3570], [-0.4819, -1.3945, -0.0115], [1.2927, -1.5842, 0.1447], [-0.5309, 2.4596, -4.3389], [-0.7909, 1.6279, -3.8818], [0.4146, 2.5892, -4.0994]],
  "mulliken_charge": [-0.684, 0.084, -0.888, 0.241, 0.230, 0.258, 0.225, 0.289, 0.246, -0.647, 0.323, 0.323]
}